Entry 1:
ORCA calculation (ωB97M-V/def2-TZVPD) on a cluster of 4 separate species, H8O4 in total in a non-equilibrium geometry.

Geometry (Å):
O: 0.99975 4.22474 -0.09022
O: -3.73175 -1.01573 -0.63631
H: 4.33335 -2.73373 0.09875
O: 3.96114 -1.98646 -0.34577
O: -0.65966 -0.44173 1.62641
H: -3.47662 -1.97046 -0.36010
H: -4.64768 -0.99191 -0.86182
H: 3.15397 -2.24023 -0.85798
H: -0.66366 0.27861 0.87727
H: 0.56891 3.33887 -0.04722
H: 0.49121 4.81647 -0.63643
H: -0.32894 -1.27845 1.23342

Results
multiplicity	1
SMILES	O.O.O.O
energy relative to the best compared isomer or geometry (same formula, charge and spin)	154.82	kJ/mol
LUMO level	0.346	eV
orbital gap	0.43243	hartree

Entry 2:
ORCA calculation (ωB97M-V/def2-TZVPD) on a structure of composition C35H40O5P2S2Y.

Geometry (Å):
H: -0.72198 -3.78743 1.95858
C: -1.60582 3.68003 -0.87613
C: -5.59693 1.03427 0.97681
H: -0.67920 3.79202 -0.32390
P: -0.78699 1.07542 -1.21988
H: 1.97795 1.78975 -0.77935
H: -5.25479 3.14948 1.13931
H: 4.20157 -2.74935 0.04297
H: -4.93985 3.25824 -2.77256
H: -6.65985 1.13571 0.80422
H: 2.54866 -2.93204 3.43236
H: 3.61772 1.89434 -4.74394
C: -3.67117 4.60023 -1.68513
P: -1.06178 0.65656 1.65712
Y: 0.56736 -1.30219 -0.07817
H: 1.27998 4.54722 3.55620
H: 3.78358 -3.06638 2.17079
H: -0.03861 4.56664 5.64429
H: 0.81541 2.82992 1.81726
C: 0.50542 3.80845 3.71583
H: 4.00301 0.29647 -0.28956
C: 0.24993 2.85037 2.74227
C: -2.47094 4.75299 -0.99912
H: 1.67047 -3.29359 -4.00838
C: -0.10001 0.89128 0.30012
C: -1.93807 2.44960 -1.43950
H: -0.61208 -5.48565 -1.05562
C: -3.45340 2.02723 1.39909
C: -4.81204 2.16321 1.16784
H: 1.37314 1.39979 -5.66511
C: -1.23061 2.86873 5.08936
C: -0.18567 -3.82881 -2.35326
H: 4.86963 -0.52525 1.01984
C: -4.00228 3.37649 -2.24655
C: 2.86313 -1.08965 2.40551
H: 1.98627 -0.68643 2.90722
H: -3.40264 1.33375 -2.53594
C: 4.10678 -1.82129 -0.52826
O: 1.83207 -3.02165 1.48468
H: 1.75702 -1.57007 -3.60123
H: -3.20837 -1.34543 1.28063
C: -2.86115 0.76402 1.43743
O: -0.24937 -3.73934 -0.00441
H: 3.03408 -3.81625 -1.94057
O: 2.79376 -0.59228 1.06658
C: -3.65670 -0.35894 1.24482
H: 3.76533 -0.71530 2.89663
C: 1.86392 1.68985 -1.85385
H: 1.08646 -4.96377 -1.02082
S: -1.58415 -0.69222 -1.83882
H: -4.34813 5.43930 -1.77837
H: 3.92354 2.10408 -2.30177
H: 0.03216 -4.43182 -3.23816
C: 0.43838 1.29459 -3.74594
H: 3.88144 -2.62089 -2.94942
C: 2.82429 -2.60337 2.42595
H: -1.22681 -3.50155 -2.40206
H: 1.96613 -5.05599 1.14231
C: 2.77795 1.75177 -4.07747
C: -0.23426 3.81913 4.88715
C: -1.48531 1.91694 4.11888
C: -5.01669 -0.22611 1.01706
H: -1.80849 2.87500 6.00345
H: 1.40502 -4.60742 2.75904
H: -2.85633 2.91780 1.54635
H: -5.62664 -1.10747 0.87434
C: 1.34470 -4.34625 1.69891
H: 4.96690 -1.73604 -1.20045
H: -0.53561 1.05594 -4.15715
C: 2.97869 -2.80309 -2.35689
O: 2.90065 -1.85995 -1.28759
C: 1.51367 1.47326 -4.59484
C: 1.74848 -2.58151 -3.18442
H: -2.26732 1.18392 4.28203
H: -0.48617 -5.39213 1.23242
C: -0.10607 -4.36767 1.27465
C: 0.60295 1.39896 -2.36324
S: -0.59997 -1.20645 2.42613
C: -0.75084 1.90816 2.93384
H: -2.21462 5.70719 -0.55825
C: 4.01681 -0.59521 0.33987
C: 0.05027 -4.61424 -1.09391
C: 2.94954 1.86257 -2.70896
O: 0.60917 -2.64930 -2.33788
C: -3.13568 2.29912 -2.12333

Results
net charge	+1
multiplicity	1
LUMO level	-2.065	eV
orbital gap	0.27994	hartree

Entry 3:
ORCA calculation (ωB97M-V/def2-TZVPD) on a cluster of 2 separate species, C6H16NO in total in a non-equilibrium geometry.

Geometry (Å):
C: -1.21882 0.40757 1.30791
H: 2.17391 0.85406 1.26382
C: 1.26618 0.69339 0.69186
H: -2.50415 -0.69357 0.03462
C: 1.52356 0.02284 -0.65345
H: -4.98572 -1.65582 -0.05635
H: -1.93578 0.64049 -0.72024
H: 0.33946 -1.07066 1.56016
H: 0.39230 0.32516 2.61141
H: -4.36879 -1.32536 1.28184
H: 0.74902 0.29148 -1.37421
H: 4.05240 0.30290 -3.09267
H: 2.40677 -0.46019 -3.05923
H: 0.92303 1.69128 0.47307
C: 2.85331 0.45263 -1.27302
C: 3.16596 0.10880 -2.51020
C: 0.21045 0.00748 1.58847
H: -0.93878 -0.67177 -0.44523
O: -4.22095 -1.20160 0.32503
N: -1.67928 -0.08612 -0.06040
H: 3.56338 0.99974 -0.65618
H: -1.89323 -0.03776 2.03725
H: 1.51635 -1.06466 -0.61280
H: -1.39061 1.46972 1.33856

Results
net charge	+1
multiplicity	1
energy relative to the best compared isomer or geometry (same formula, charge and spin)	105.89	kJ/mol
LUMO level	-3.140	eV
orbital gap	0.34621	hartree

Question: Among the records above, which one has the highest orbital gap?
Answer: H8O4

Question: Look up the multiplicity of the second one.
Answer: 1

Question: Look up the LUMO level of the first one.
Answer: 0.346 eV